DFT (ωB97M-V/def2-TZVPD) results for a molecular structure, C3H7ClO5PS in a non-equilibrium geometry.

Each line ends with the Löwdin charge.
Atoms and positions in Å:
C1 -1.77 -0.55 -0.97  -0.0521
C2 -1.11 1.09 0.81  -0.0675
C3 -0.69 -0.07 -0.09  -0.5865
O1 1.83 -2.60 0.96  -0.2723
O2 1.00 -1.88 -1.41  -0.2646
O3 3.51 0.42 -0.15  -0.4713
O4 2.17 1.11 1.68  -0.4345
O5 -0.09 -1.03 0.76  -0.2006
P1 1.12 -1.70 0.04  0.3510
S1 2.17 0.63 0.34  0.3377
Cl1 1.56 2.32 -0.87  0.1724
H1 -2.55 -0.86 -0.36  0.0603
H2 -2.22 0.22 -1.68  0.1183
H3 -1.35 -1.33 -1.53  0.0501
H4 -1.83 0.85 1.70  0.1102
H5 -1.68 1.75 0.23  0.0450
H6 -0.17 1.43 1.35  0.0632
H7 0.10 0.22 -0.82  0.0411

Output
Multiplicity: 1
Relative energy (zero: lowest compared OMol25 entry of this formula, charge and spin) in kcal per mole: 36.4
Total charge: -1


DFT (ωB97M-V/def2-TZVPD) results for a molecular structure, C22H19BCdF3N2O3P in a non-equilibrium geometry.

Each line ends with the Löwdin charge.
Atoms and positions in Å:
Cd1 -7.08 -8.60 11.72  1.3652
O1 -4.62 -6.83 12.41  -0.0565
N1 -5.15 -7.89 13.13  -0.1904
C1 -4.68 -7.99 14.36  -0.0615
C2 -4.98 -9.19 15.07  -0.2262
C3 -5.05 -9.23 16.52  -0.0083
C4 -5.50 -10.33 17.21  -0.0665
C5 -5.62 -11.54 16.52  -0.0384
C6 -5.55 -11.59 15.10  -0.0291
C7 -5.28 -10.37 14.39  -0.2908
P1 -5.31 -10.26 12.61  0.9825
C8 -6.04 -11.78 12.02  -0.3902
C9 -7.27 -12.18 12.60  -0.1210
C10 -8.03 -13.19 11.95  -0.0594
C11 -7.56 -13.73 10.77  -0.0941
C12 -6.28 -13.48 10.29  -0.0744
C13 -5.47 -12.55 10.96  -0.0691
C14 -3.63 -10.08 11.98  -0.3618
C15 -3.51 -9.65 10.65  -0.1126
C16 -2.31 -9.07 10.21  -0.0638
C17 -1.22 -8.95 11.07  -0.0696
C18 -1.34 -9.45 12.36  -0.0759
C19 -2.50 -10.08 12.79  -0.0821
H1 -4.50 -7.21 11.49  0.0977
H2 -4.22 -7.14 14.82  0.1379
H3 -4.89 -8.18 16.90  0.1307
H4 -5.75 -10.23 18.27  0.1133
H5 -5.80 -12.48 17.02  0.1069
H6 -5.67 -12.53 14.60  0.0989
H7 -7.66 -11.74 13.50  0.0868
H8 -9.00 -13.48 12.29  0.1031
H9 -8.18 -14.36 10.16  0.1005
H10 -5.87 -14.06 9.48  0.1015
H11 -4.42 -12.43 10.65  0.1041
H12 -4.29 -9.72 9.95  0.0739
H13 -2.25 -8.66 9.18  0.1265
H14 -0.27 -8.48 10.71  0.1218
H15 -0.48 -9.46 13.01  0.1020
H16 -2.58 -10.45 13.84  0.1256
B1 -6.37 -7.47 6.77  -0.4502
C20 -6.40 -7.76 8.32  -0.2550
N2 -6.40 -8.10 9.43  -0.0055
H17 -6.15 -8.49 6.12  -0.0033
H18 -7.41 -6.97 6.38  -0.0046
H19 -5.39 -6.82 6.48  -0.0113
F1 -11.51 -8.86 12.09  0.1670
C21 -10.85 -8.44 13.17  -0.5687
F2 -11.08 -9.28 14.20  0.1431
F3 -11.34 -7.24 13.48  0.1690
C22 -9.37 -8.46 12.77  -0.5678
O2 -8.80 -9.57 13.03  -0.0610
O3 -8.89 -7.46 12.14  -0.0887

Output
Multiplicity: 1
Relative energy (zero: lowest compared OMol25 entry of this formula, charge and spin) in kcal per mole: 16.5
Total charge: 0


DFT (ωB97M-V/def2-TZVPD) results for a molecular structure, C35H34ClHfN4O3S4.

Each line ends with the Löwdin charge.
Atoms and positions in Å:
Hf1 -0.45 -1.10 -2.53  1.3356
C1 0.80 -4.58 -1.71  -0.4555
C2 2.06 -3.81 -2.03  -0.4489
S1 1.88 -2.50 -3.28  0.8822
C3 1.61 -3.41 -4.83  -0.4450
C4 0.85 -2.53 -5.80  -0.4586
S2 -0.75 -1.98 -5.17  0.8960
C5 -1.65 -3.55 -5.01  -0.4626
C6 -3.02 -3.24 -4.44  -0.4434
S3 -2.98 -2.22 -2.93  0.8910
C7 -3.17 -3.42 -1.57  -0.4552
C8 -2.02 -4.39 -1.39  -0.4494
S4 -0.49 -3.49 -1.02  0.8823
H1 1.02 -5.34 -0.96  0.1098
H2 0.39 -5.08 -2.59  0.0766
H3 2.83 -4.48 -2.40  0.1126
H4 2.46 -3.31 -1.15  0.0880
H5 1.08 -4.34 -4.61  0.0796
H6 2.59 -3.65 -5.23  0.1110
H7 0.67 -3.05 -6.74  0.1124
H8 1.40 -1.62 -6.03  0.0933
H9 -1.09 -4.23 -4.36  0.0639
H10 -1.74 -3.99 -6.00  0.1161
H11 -3.58 -4.15 -4.22  0.1111
H12 -3.61 -2.65 -5.15  0.0998
H13 -4.10 -3.96 -1.77  0.1101
H14 -3.33 -2.81 -0.68  0.0887
H15 -1.86 -5.00 -2.28  0.0841
H16 -2.23 -5.05 -0.55  0.1084
C9 -1.11 4.46 10.18  -0.0370
O1 0.06 4.04 9.48  -0.0432
C10 -0.06 3.52 8.26  -0.2648
C11 1.14 3.14 7.64  0.0268
C12 1.12 2.59 6.39  -0.0189
C13 -0.10 2.39 5.71  -0.1682
C14 -1.28 2.77 6.34  -0.0015
C15 -1.28 3.33 7.60  0.0145
C16 -0.15 1.82 4.39  -0.2117
N1 -1.25 1.63 3.67  0.2034
C17 -0.84 1.07 2.52  -0.1697
C18 0.54 0.90 2.49  -0.1182
N2 0.96 1.40 3.69  0.1997
C19 1.22 0.41 1.36  -0.0437
C20 2.62 0.41 1.20  0.0656
C21 3.18 0.05 0.00  0.0040
C22 2.34 -0.36 -1.04  -0.1425
N3 1.01 -0.46 -0.91  -0.0343
C23 0.44 -0.05 0.27  -0.1334
C24 -0.99 0.10 0.30  -0.1401
N4 -1.67 -0.21 -0.85  -0.0469
C25 -2.94 0.20 -0.96  -0.1322
C26 -3.64 0.81 0.08  0.0178
C27 -2.99 1.04 1.27  0.0837
C28 -1.62 0.72 1.38  -0.0397
H17 -0.77 4.85 11.13  0.1023
H18 -1.78 3.62 10.35  0.1018
H19 -1.63 5.25 9.62  0.1021
H20 2.07 3.29 8.17  0.1326
H21 2.06 2.31 5.94  0.1071
H22 -2.22 2.63 5.82  0.1179
H23 -2.21 3.62 8.06  0.1134
H24 1.90 1.43 4.05  0.1562
H25 3.26 0.74 2.01  0.1382
H26 4.24 0.10 -0.17  0.1329
H27 2.76 -0.59 -2.00  0.0604
H28 -3.42 0.06 -1.92  0.0822
H29 -4.66 1.10 -0.07  0.1345
H30 -3.48 1.51 2.10  0.1447
Cl1 5.16 3.90 -3.77  0.7633
C29 3.56 3.32 -3.58  -0.6516
C30 2.67 4.01 -2.78  -0.0608
C31 1.38 3.54 -2.62  0.0162
C32 0.98 2.36 -3.26  -0.1595
C33 1.88 1.68 -4.08  -0.0365
C34 3.17 2.16 -4.25  -0.0816
C35 -0.38 1.86 -3.01  -0.4693
O2 -1.25 2.43 -2.42  0.1569
O3 -0.61 0.56 -3.46  -0.2778
H31 2.98 4.92 -2.29  0.1226
H32 0.66 4.07 -2.00  0.1342
H33 1.53 0.82 -4.63  0.0987
H34 3.87 1.66 -4.91  0.1152

Output
Multiplicity: 1
Relative energy (zero: lowest compared OMol25 entry of this formula, charge and spin) in kcal per mole: 28.4
Total charge: +3


DFT (ωB97M-V/def2-TZVPD) results for a molecular structure, C5H8HgNaO4 in a non-equilibrium geometry.

Each line ends with the Löwdin charge.
Atoms and positions in Å:
C1 -2.13 -0.31 2.44  -0.0980
C2 -0.73 -0.37 1.86  -0.5041
O1 0.14 0.49 2.39  -0.5041
Hg1 2.11 1.64 1.89  0.7518
H1 -2.35 -1.24 2.98  0.0677
H2 -2.24 0.53 3.15  0.0737
H3 -2.88 -0.21 1.64  0.0651
H4 -0.36 -1.42 2.00  0.0847
H5 -0.59 -0.43 0.49  0.1213
O2 -0.93 -0.04 -2.38  -0.0716
C3 2.08 1.65 -1.20  -0.3529
C4 -0.21 -0.57 -1.51  -0.2457
O3 2.12 2.74 -1.77  -0.0851
O4 1.78 0.62 -2.15  -0.2082
C5 1.29 -0.61 -1.67  -0.2146
Na1 0.15 1.35 -3.92  0.7393
H6 -0.56 -1.57 -1.16  0.1219
H7 1.55 -1.41 -2.38  0.1380
H8 1.76 -0.86 -0.70  0.1207

Output
Electronic energy in a.u.: -811.8224
Multiplicity: 2
⟨S²⟩: 0.76
Total charge: 0